Density functional theory data (the ωB97M-V functional and the def2-TZVPD basis) for the molecule C13H16N4O5S in a non-equilibrium geometry.

XYZ file:
```
39
Properties=species:S:1:pos:R:3
S 3.45 0.74 0.13
O -3.18 1.85 0.80
O -2.48 3.74 0.06
O -1.20 -0.34 -1.50
O -2.54 -1.71 -0.33
O 1.36 4.58 -0.57
N 2.19 3.56 -0.40
N 0.10 4.29 -0.26
N -2.26 2.62 0.48
N -1.48 0.06 1.54
C 1.80 1.23 0.37
C 3.43 -1.05 -0.37
C 0.10 3.03 0.14
C -3.58 -0.25 -1.84
C -0.94 2.17 0.57
C 1.46 2.57 0.04
C -0.57 0.88 0.99
C -1.37 -1.36 1.76
C -2.30 -0.74 -1.24
C 2.45 -1.27 -1.51
C 3.26 -2.01 0.79
C -1.43 -2.15 0.44
C 0.79 0.45 0.87
H 2.22 -2.16 1.06
H 3.80 -1.66 1.67
H 1.43 -1.03 -1.22
H -2.22 -1.64 2.39
H -3.98 0.52 -1.18
H 3.66 -2.98 0.51
H -4.30 -1.06 -1.91
H -1.58 -3.21 0.64
H 4.45 -1.14 -0.75
H 2.72 -0.65 -2.36
H -3.39 0.18 -2.82
H 2.49 -2.32 -1.82
H -0.45 -1.61 2.30
H -2.43 0.44 1.48
H 1.01 -0.56 1.18
H -0.51 -2.00 -0.14
```

For the max |F|, the calculation gives 1.6 eV Å⁻¹. Its multiplicity is 1. The highest occupied orbital energy is -8.651 eV. Its HOMO-LUMO gap is 7.60 eV. Its total energy is -40769.082 eV. The SMILES is CC(=O)OCCNc1cc(SC(C)C)c2nonc2c1[N+](=O)[O-].

Density functional theory data (the ωB97M-V functional and the def2-TZVPD basis) for a structure of composition C6H6Cl2HoN2O3SSm in a non-equilibrium geometry.

XYZ file:
```
22
Properties=species:S:1:pos:R:3
Ho -0.31 1.35 -0.86
Sm -1.20 -2.43 -4.01
Cl -0.01 3.69 -0.23
Cl 0.86 -3.10 -2.81
S -1.83 -0.74 -0.14
O -0.58 0.90 -3.02
O 1.40 -0.72 -5.53
O 2.56 -0.54 -1.98
N 0.29 0.35 1.26
N -1.44 -0.25 2.52
C -0.99 -0.28 1.28
C 1.71 0.05 -1.48
C 0.67 0.74 2.66
C -0.78 -0.28 -3.32
C -0.55 0.41 3.48
C 0.45 -1.31 -5.20
H -0.32 -0.27 4.31
H -1.03 1.31 3.89
H 1.02 -0.21 0.79
H -2.35 -0.63 2.78
H 1.55 0.17 2.96
H 0.90 1.81 2.64
```

The value obtained for the energy above the lowest of the compared OMol25 structures with the same formula, charge and spin is 0.00 kcal per mole. For the max |F|, the calculation gives 11.7 eV Å⁻¹. Its multiplicity is 10. The highest occupied orbital energy (alpha / beta) is -22.885 / -22.925 eV. Its HOMO-LUMO gap (alpha / beta) is 4.58 / 4.66 eV. Its total energy is -94977.610 eV. As for the charge: +4.

Density functional theory data (the ωB97M-V functional and the def2-TZVPD basis) for a structure of composition C15H23Cl2PTi in a non-equilibrium geometry.

XYZ file:
```
42
Properties=species:S:1:pos:R:3
Ti -2.27 -0.45 -1.46
Cl -1.23 1.33 -2.38
Cl -2.65 -0.83 0.73
P 0.14 1.16 0.60
C -3.98 0.20 -1.82
C 0.29 -1.83 -0.83
C -0.92 -2.10 -3.02
C -0.54 1.61 4.63
C 0.28 1.03 2.43
C 0.54 0.95 5.22
C 1.91 1.43 0.15
C 1.46 0.28 4.41
C 1.64 -1.80 -1.47
C -0.69 1.63 3.24
C -0.35 2.92 0.48
C 1.33 0.30 3.02
C -0.80 -2.17 -1.50
C 0.48 -2.23 -3.70
C 1.59 -1.48 -2.98
H -1.41 3.04 0.75
H 2.06 -0.22 2.39
H 1.48 -0.40 -3.14
H 0.26 -1.68 0.25
H 2.25 2.33 0.69
H 2.56 -1.75 -3.43
H 1.94 1.62 -0.94
H -1.28 2.12 5.25
H 2.30 -0.26 4.86
H -4.19 0.71 -2.77
H -1.55 2.13 2.79
H -1.64 -2.71 -1.00
H -1.58 -2.91 -3.39
H -1.40 -1.14 -3.37
H 0.42 -1.89 -4.73
H -4.87 -0.01 -1.20
H 2.31 -1.10 -0.96
H 0.76 -3.29 -3.74
H 0.66 0.95 6.30
H 0.28 3.48 1.18
H 2.53 0.57 0.41
H -0.20 3.27 -0.55
H 2.11 -2.80 -1.39
```

The value obtained for the energy above the lowest of the compared OMol25 structures with the same formula, charge and spin is 0.00 kcal per mole. For the max |F|, the calculation gives 2.4 eV Å⁻¹. Its multiplicity is 1. The highest occupied orbital energy (alpha / beta) is -7.712 / -7.714 eV. Its HOMO-LUMO gap (alpha / beta) is 7.64 / 7.64 eV. Its total energy is -73376.701 eV.